{"formula": "C19H68N14O15", "method": "wB97M-V/def2-TZVPD", "species": ["C", "C", "O", "H", "H", "H", "H", "H", "H", "C", "C", "O", "H", "H", "H", "H", "H", "H", "C", "C", "O", "H", "H", "H", "H", "H", "H", "C", "C", "O", "H", "H", "H", "H", "H", "H", "C", "O", "N", "N", "H", "H", "H", "H", "C", "O", "N", "N", "H", "H", "H", "H", "C", "O", "N", "N", "H", "H", "H", "H", "C", "O", "N", "N", "H", "H", "H", "H", "C", "O", "N", "N", "H", "H", "H", "H", "C", "O", "N", "N", "H", "H", "H", "H", "C", "O", "N", "N", "H", "H", "H", "H", "C", "O", "H", "H", "H", "H", "C", "O", "H", "H", "H", "H", "C", "O", "H", "H", "H", "H", "C", "O", "H", "H", "H", "H"], "coordinates": [[2.9034, -1.5493, 2.6409], [4.0214, -2.3723, 3.2989], [4.9604, -1.5893, 3.9549], [2.3494, -0.9973, 3.3989], [2.1634, -2.1633, 2.1109], [3.2984, -0.8983, 1.8409], [4.4954, -2.9443, 2.4949], [3.4804, -3.1373, 3.9139], [4.5514, -1.1043, 4.6789], [2.1114, -1.6863, -5.3831], [2.5164, -0.4183, -4.6831], [1.9574, -0.3473, -3.3851], [1.0394, -1.7293, -5.4991], [2.5334, -2.5063, -4.8331], [2.5844, -1.6103, -6.4141], [2.3504, 0.4187, -5.3891], [3.6104, -0.5293, -4.5921], [2.5864, -0.6043, -2.6821], [0.3414, -5.9273, 2.6909], [0.5034, -4.4463, 3.1499], [-0.2906, -3.6533, 2.3229], [-0.7616, -6.1603, 2.7889], [1.0814, -6.5363, 3.2299], [0.4784, -6.0993, 1.6169], [1.5474, -4.0413, 3.2659], [0.2214, -4.3793, 4.1879], [-0.3026, -2.7043, 2.5609], [-5.7456, 0.8077, -2.7071], [-4.7226, 1.6577, -1.9781], [-3.6966, 0.8537, -1.5041], [-5.3666, 0.1437, -3.4731], [-6.5236, 1.4177, -3.1831], [-6.2616, 0.1367, -1.9951], [-5.2006, 2.1797, -1.2031], [-4.3826, 2.4567, -2.6651], [-3.1316, 1.5247, -1.0551], [3.6934, -0.0363, -0.9701], [3.8104, 1.1967, -0.4041], [2.8144, -0.8803, -0.5811], [4.3774, -0.4163, -1.9871], [2.0774, -0.5503, 0.0089], [2.4944, -1.6633, -1.1251], [4.9584, 0.3417, -2.3981], [4.3924, -1.3753, -2.3921], [-1.8926, 3.6237, -2.0901], [-1.3696, 2.3837, -1.8061], [-1.9236, 4.6127, -1.1891], [-2.4196, 3.9177, -3.2161], [-1.5556, 4.2917, -0.2431], [-2.4636, 5.4417, -1.2941], [-2.5276, 3.1377, -3.9261], [-3.1006, 4.6527, -3.4731], [1.0854, -3.5613, -1.0121], [2.0374, -4.4363, -0.5521], [0.0314, -3.3273, -0.3551], [1.1814, -2.9353, -2.1661], [-0.1156, -3.7093, 0.5999], [-0.8436, -2.8623, -0.7681], [2.0414, -3.1543, -2.7031], [0.4454, -2.4923, -2.7171], [-2.6616, 2.7287, 1.5639], [-3.8626, 2.4297, 1.0129], [-1.8796, 1.9397, 2.1569], [-2.1176, 3.9397, 1.5899], [-2.2236, 1.0277, 2.4249], [-0.9876, 2.3387, 2.5999], [-2.6596, 4.7217, 1.2409], [-1.1936, 4.1497, 2.0119], [0.3714, 3.2267, 4.1029], [0.7334, 2.1577, 4.9199], [-0.2646, 4.2237, 4.5379], [0.4624, 3.0937, 2.7699], [-0.2296, 4.4177, 5.5259], [-0.8166, 4.8837, 4.0019], [1.1574, 2.3167, 2.4399], [0.5294, 4.0527, 2.3219], [-1.4266, -1.1123, 3.7429], [-2.2286, -1.6903, 4.6839], [-0.1196, -1.0203, 3.9229], [-1.8386, -0.8523, 2.5549], [0.2804, -1.3493, 4.8469], [0.4794, -0.4993, 3.3039], [-2.7906, -1.0903, 2.2459], [-1.2096, -0.4613, 1.8579], [-1.5476, -0.8963, -3.7331], [-1.1386, -2.0893, -4.2641], [-2.7856, -0.7213, -3.4921], [-0.7266, 0.1007, -3.3841], [-3.3826, -1.4853, -3.8301], [-3.2326, -0.0513, -2.7961], [0.2964, -0.1163, -3.5191], [-0.8726, 1.0037, -2.9171], [3.4294, 1.9617, 2.8859], [2.4844, 1.5007, 1.9159], [2.9304, 2.3457, 3.7719], [4.0424, 2.7397, 2.4689], [4.2184, 1.1727, 3.2859], [2.9564, 1.2347, 1.1279], [1.1814, 3.6377, -1.0711], [0.8754, 4.9067, -1.3871], [0.5154, 3.2097, -0.3311], [2.1494, 3.7217, -0.5911], [1.2094, 2.9337, -1.9261], [-0.0906, 5.0137, -1.6241], [-0.1336, 0.3497, -0.0681], [0.2754, -0.7483, 0.7449], [-1.2356, 0.3367, -0.2521], [0.3714, 0.2767, -1.0011], [0.1144, 1.2517, 0.4069], [0.1464, -1.5933, 0.2869], [-2.8036, -3.1923, -1.2961], [-2.2646, -1.9573, -0.8301], [-3.8746, -3.1423, -1.3151], [-2.5866, -4.0483, -0.6511], [-2.3276, -3.5303, -2.1911], [-2.2206, -1.3613, -1.5721]], "mulliken_charge": [0.222, -0.837, -0.566, 0.225, -0.191, -0.009, 0.393, 0.309, 0.331, -1.099, -0.438, -0.111, 0.241, 0.230, 0.425, 0.370, 0.310, -0.400, -1.268, 0.130, -0.742, 0.283, 0.390, 0.312, -0.184, 0.369, 0.148, -1.368, 0.005, -0.352, 0.375, 0.385, 0.300, 0.512, 0.007, -0.321, 0.676, -0.836, 0.629, -0.342, -0.773, 0.065, 0.275, 0.303, 0.041, -0.109, -0.645, -0.314, 0.305, 0.177, 0.345, 0.232, 0.349, -0.817, 0.078, -0.178, 0.198, 0.252, 0.106, -0.071, 0.436, -0.793, 0.293, -0.367, 0.106, 0.129, 0.329, 0.131, 0.116, -0.662, -0.114, -0.047, 0.312, 0.211, -0.182, 0.498, 0.331, -0.817, 0.041, -0.097, 0.203, -0.421, 0.171, -0.208, -0.015, -0.777, -0.198, 0.525, 0.273, 0.689, -0.066, 0.207, -0.705, -0.260, 0.302, 0.314, 0.109, 0.062, -0.031, -0.683, -0.312, 0.346, 0.219, 0.457, 0.470, 2.508, -0.108, 0.328, -0.082, -0.913, -1.290, -0.427, 0.242, 0.388, 0.470, 0.030], "relative_energy_kj_mol": 0.0, "homo_lumo_gap_ev": 8.4, "molar_mass_g_mol": 732.84, "e_lumo_ev": -0.4}


{"formula": "C5H8O2", "method": "wB97M-V/def2-TZVPD", "species": ["O", "C", "C", "C", "O", "C", "C", "H", "H", "H", "H", "H", "H", "H", "H"], "coordinates": [[2.1391, 0.5872, -0.5767], [0.9160, 0.4117, 0.7320], [-0.0837, 1.2389, 0.0995], [-1.0286, 0.0141, 0.1336], [-2.2958, -0.0216, 0.6849], [-0.5132, -1.0491, -0.7626], [0.1226, -0.8594, 0.6110], [2.2062, -0.2544, -1.0616], [1.5845, 0.6144, 1.5665], [-0.3783, 2.1999, 0.5109], [1.1984, 1.1095, -0.8920], [-2.8929, 0.3979, 0.0511], [-1.1099, -1.9568, -0.8114], [0.0263, -0.7940, -1.6754], [0.1295, -1.6634, 1.3381]], "mulliken_charge": [-0.588, 0.204, -1.303, 0.724, -0.495, -0.851, -0.507, 0.374, 0.388, 0.268, 0.516, 0.364, 0.280, 0.233, 0.394], "relative_energy_kj_mol": 546.1, "homo_lumo_gap_ev": 8.3, "molar_mass_g_mol": 100.12, "e_lumo_ev": 0.8}


{"formula": "C10H11NO3S", "method": "wB97M-V/def2-TZVPD", "species": ["C", "C", "C", "C", "C", "C", "C", "C", "C", "C", "N", "O", "O", "O", "S", "H", "H", "H", "H", "H", "H", "H", "H", "H", "H", "H"], "coordinates": [[-2.0866, 0.0798, 2.8197], [-0.7072, 0.2054, 2.8786], [-2.6632, -0.5959, 1.7568], [0.0791, -0.3157, 1.8741], [-1.8831, -1.1100, 0.7389], [-0.4918, -0.9562, 0.7616], [-0.5290, 1.1088, -1.7489], [2.4613, 0.9966, -1.9564], [1.6120, 1.6892, -0.9069], [0.4050, -1.3771, -0.2807], [0.1260, -1.7299, -1.5168], [-1.1078, -1.7048, -1.9385], [1.0313, -1.9646, -2.3416], [0.2779, 2.0079, -1.4173], [-1.6674, 0.2482, -2.2774], [-2.7047, 0.4945, 3.6015], [-0.2454, 0.7122, 3.7136], [-3.7341, -0.7268, 1.7199], [1.1558, -0.2282, 1.9390], [-2.3505, -1.6448, -0.0721], [2.5402, 1.6152, -2.8478], [3.4577, 0.8358, -1.5535], [2.0494, 0.0276, -2.2377], [2.0167, 2.6680, -0.6424], [1.4964, 1.0767, -0.0084], [1.4621, -1.4119, -0.0574]], "mulliken_charge": [-0.444, -0.715, -0.547, -0.480, -0.330, 0.932, 0.729, -1.041, 0.287, -1.303, 0.967, -0.651, -0.753, -0.394, -0.135, 0.387, 0.384, 0.394, 0.407, 0.581, 0.356, 0.341, 0.265, 0.365, -0.147, 0.545], "relative_energy_kj_mol": 673.5, "homo_lumo_gap_ev": 7.6, "molar_mass_g_mol": 225.27, "e_lumo_ev": -0.1}


> What is the formula in the third record?

C10H11NO3S